53
Properties=species:S:1:pos:R:3:mulliken_charge:R:1 method="wB97M-V/def2-TZVPD" homo_lumo_gap_ev=9.18 e_above_lowest_kj_mol=187.0 smiles="C[C@H]1CCCCN1S(=O)(=O)c1ccc(S(=O)(=O)N2CCN(C)CC2)cc1"
C 4.58 2.12 0.63 -1.839
H 5.23 1.56 1.29 0.405
H 5.11 2.30 -0.30 0.349
H 4.36 3.08 1.09 0.418
C 3.29 1.34 0.41 0.015
N 3.57 0.00 -0.06 0.124
S 2.90 -1.26 0.76 1.233
O 3.08 -1.02 2.15 -0.716
O 3.40 -2.47 0.18 -0.741
C 1.12 -1.20 0.44 -0.293
C 0.27 -0.75 1.43 -0.392
C -1.10 -0.73 1.20 -0.329
C -1.58 -1.14 -0.03 -0.059
C -0.73 -1.60 -1.02 -0.527
C 0.64 -1.65 -0.77 -0.636
H 1.33 -2.06 -1.50 0.641
H -1.15 -1.94 -1.95 0.587
S -3.35 -1.15 -0.37 1.361
O -4.01 -1.80 0.72 -0.750
O -3.51 -1.67 -1.69 -0.746
N -3.90 0.41 -0.40 0.091
C -3.24 1.29 -1.33 -1.258
C -2.00 1.96 -0.70 -0.317
N -2.07 1.91 0.75 0.629
C -1.07 2.74 1.38 -1.049
H -1.14 2.63 2.46 0.339
H -0.08 2.40 1.06 0.052
H -1.18 3.80 1.12 0.372
C -3.42 2.20 1.22 -0.619
C -4.34 1.04 0.82 -0.861
H -4.35 0.25 1.58 0.404
H -5.36 1.40 0.69 0.290
H -3.79 3.15 0.79 0.355
H -3.40 2.31 2.30 0.386
H -1.92 3.00 -1.06 0.739
H -1.08 1.44 -1.00 -0.199
H -2.97 0.70 -2.20 0.488
H -3.96 2.05 -1.64 0.315
H -1.79 -0.43 1.97 0.362
H 0.69 -0.44 2.38 0.592
C 3.95 -0.16 -1.45 -0.896
C 2.97 0.53 -2.40 -0.165
C 2.79 1.99 -1.99 -1.159
C 2.31 2.05 -0.54 0.725
H 2.20 3.09 -0.22 0.640
H 1.34 1.56 -0.47 -0.990
H 3.73 2.52 -2.10 0.351
H 2.06 2.47 -2.64 0.464
H 3.35 0.46 -3.42 0.435
H 2.00 0.02 -2.36 0.021
H 4.01 -1.23 -1.63 0.489
H 4.95 0.27 -1.58 0.311
H 2.81 1.20 1.39 0.556


11
Properties=species:S:1:pos:R:3:mulliken_charge:R:1 method="wB97M-V/def2-TZVPD" homo_lumo_gap_ev=9.76 e_above_lowest_kj_mol=427.4 smiles=C#CC#C[C@H]1CO1
C -1.87 -2.71 -0.06 -0.287
C -1.83 -1.65 -0.64 -0.076
C -1.32 -0.39 -0.89 0.017
C -0.57 0.53 -0.59 -0.407
C 0.57 0.74 0.31 0.286
C 1.84 1.36 -0.03 -0.331
O 0.93 1.98 0.86 -0.392
H -1.83 -3.59 0.56 0.379
H 0.58 -0.10 1.02 0.338
H 1.98 1.88 -0.98 0.242
H 2.74 0.93 0.42 0.231


23
Properties=species:S:1:pos:R:3:mulliken_charge:R:1 method="wB97M-V/def2-TZVPD" homo_lumo_gap_ev=8.54 e_above_lowest_kj_mol=384.5
C -1.03 -0.06 -0.08 1.824
C 1.45 1.79 -0.63 -0.780
C -1.42 -1.07 -1.13 -1.571
C -1.03 -0.57 1.33 -1.609
C -1.76 1.25 -0.22 -1.657
N 0.70 0.56 -0.83 -0.176
N 2.48 -1.69 1.10 -0.538
N 1.19 -0.53 -0.27 0.127
N 2.21 -0.46 0.47 -0.490
H 2.29 -2.48 0.48 0.233
H 3.47 -1.69 1.33 0.271
H 1.34 2.17 0.40 0.311
H 1.11 2.53 -1.35 0.301
H 2.53 1.59 -0.76 0.275
H -0.93 -2.03 -0.96 0.321
H -2.51 -1.20 -1.13 0.413
H -1.11 -0.70 -2.11 0.384
H -0.47 0.10 1.98 0.388
H -2.06 -0.66 1.69 0.413
H -0.56 -1.55 1.41 0.393
H -1.38 1.99 0.48 0.342
H -1.70 1.64 -1.23 0.381
H -2.82 1.09 0.02 0.444


6
Properties=species:S:1:pos:R:3:mulliken_spin:R:1 method="wB97M-V/def2-TZVPD" total_charge=+6 homo_lumo_gap_ev="11.97 / 4.94" spin_multiplicity=7
Pb 1.58 -2.35 0.90 -0.009
Pb -1.67 0.30 2.07 -0.008
Co 1.57 3.36 -0.48 2.487
Co -0.58 0.61 -1.87 2.531
F -1.05 -2.14 -0.78 0.989
F 0.15 0.21 0.16 0.011


11
Properties=species:S:1:pos:R:3:mulliken_charge:R:1 method="wB97M-V/def2-TZVPD" homo_lumo_gap_ev=10.87 e_above_lowest_kj_mol=359.9 smiles="C=NN1CC1"
C -0.54 -0.54 -1.77 -0.356
C 0.10 -0.21 1.43 -0.308
C 0.50 0.86 0.50 -0.503
N -0.84 -0.78 -0.60 -0.401
N -0.77 0.20 0.43 -0.109
H -0.67 -1.36 -2.33 0.309
H -0.04 0.44 -1.96 0.330
H 0.69 -1.04 1.36 0.266
H -0.36 -0.06 2.43 0.233
H 0.69 2.00 0.70 0.202
H 1.24 0.48 -0.19 0.337


202
Properties=species:S:1:pos:R:3:mulliken_charge:R:1 method="wB97M-V/def2-TZVPD" total_charge=+1 homo_lumo_gap_ev=4.31
Cd 0.63 4.69 -0.98 0.443
Cd 0.80 -3.76 -1.76 0.519
C 1.16 0.47 -1.29 -0.479
C 0.95 -0.93 -1.27 1.383
C -0.04 -1.53 -0.24 0.683
O -0.17 -2.78 -0.26 0.222
C -0.72 -0.65 0.64 -0.048
C -0.48 0.73 0.55 0.101
C 0.50 1.30 -0.42 -0.799
O 0.78 2.55 -0.52 0.847
O -1.11 1.47 1.35 -0.306
O 1.47 -1.69 -2.11 -1.247
H 1.89 0.86 -1.98 0.216
H -1.40 -1.10 1.35 -0.016
C 2.11 -4.52 1.48 -0.744
C 3.21 -4.32 0.39 -0.293
O 2.66 -4.03 -0.85 -0.650
H 1.60 -3.56 1.59 -0.266
H 2.60 -4.78 2.42 0.508
H 1.37 -5.25 1.17 0.364
H 3.79 -5.25 0.40 0.405
H 3.89 -3.55 0.76 0.219
O -0.73 3.84 3.11 -0.726
H -1.32 3.96 3.87 0.289
H -0.82 2.90 2.88 -0.008
O -0.85 -3.56 -3.09 -0.507
H -0.90 -3.54 -4.07 0.331
H -1.78 -3.48 -2.77 0.376
O -0.10 -5.55 -1.10 -0.458
H -0.89 -5.69 -0.55 0.172
H 0.18 -6.43 -1.37 0.255
O 4.11 -1.71 -2.53 -0.760
H 3.98 -2.56 -2.07 0.324
H 3.23 -1.29 -2.48 0.296
C 6.80 6.92 -0.11 -0.667
O 5.43 6.71 -0.43 -0.403
C 4.76 6.05 0.61 -0.586
C 3.26 6.03 0.25 -1.034
N 2.80 4.88 -0.64 1.366
C 3.34 5.22 -2.02 -0.265
C 2.79 4.21 -3.02 -0.342
O 1.36 4.20 -2.91 -0.245
C 0.66 3.59 -4.00 -0.964
H 6.92 7.22 0.93 0.343
H 7.25 7.70 -0.72 0.269
H 7.35 6.00 -0.33 0.167
H 4.87 6.54 1.59 0.672
H 5.05 5.01 0.71 0.427
H 2.84 6.95 -0.16 0.538
H 2.74 5.82 1.19 0.286
H 3.49 4.16 -0.38 -0.881
H 4.41 5.05 -2.00 0.051
H 3.12 6.25 -2.28 0.596
H 3.22 3.23 -2.79 -0.033
H 2.99 4.44 -4.07 0.644
H 0.70 4.21 -4.89 0.359
H -0.39 3.52 -3.73 0.189
H 1.11 2.63 -4.26 0.465
C -0.32 0.14 -7.44 -0.862
O -0.41 -0.17 -6.08 -0.228
C 0.55 -1.07 -5.56 0.556
C 0.38 -2.49 -6.13 -1.140
N -0.99 -3.00 -5.87 0.017
C -1.39 -4.10 -6.77 -0.940
C -2.80 -4.52 -6.46 0.093
O -3.68 -3.52 -6.89 -0.295
C -5.04 -3.89 -6.97 -0.711
H 0.62 0.68 -7.65 0.342
H -1.06 0.91 -7.65 0.283
H -0.41 -0.64 -8.20 0.299
H 0.51 -1.08 -4.48 -0.815
H 1.52 -0.73 -5.94 0.519
H 1.14 -3.20 -5.82 0.476
H 0.48 -2.41 -7.22 0.409
H -1.56 -2.19 -6.12 0.169
H -0.70 -4.90 -6.46 0.407
H -1.27 -3.84 -7.83 0.443
H -2.91 -4.72 -5.38 -0.290
H -3.02 -5.48 -6.95 0.532
H -5.17 -4.90 -7.35 0.342
H -5.52 -3.18 -7.65 0.241
H -5.55 -3.78 -6.00 0.197
C -6.08 -1.85 5.60 0.054
O -6.95 -1.03 4.83 -0.432
C -6.94 -1.22 3.42 -0.830
C -5.52 -1.20 2.88 -0.186
N -4.98 0.14 3.12 -0.100
C -3.54 0.26 2.86 0.462
C -2.72 -0.32 4.02 0.114
O -2.92 0.45 5.18 -0.457
C -2.20 -0.02 6.30 -0.746
H -6.40 -1.77 6.64 0.320
H -5.07 -1.43 5.54 -0.141
H -6.17 -2.88 5.25 0.047
H -7.55 -0.47 2.91 0.351
H -7.45 -2.17 3.22 0.249
H -5.51 -1.44 1.82 0.280
H -4.94 -1.98 3.39 0.419
H -5.06 0.27 4.13 0.529
H -3.33 1.31 2.71 -0.431
H -3.22 -0.31 1.98 -0.576
H -1.65 -0.35 3.78 0.027
H -2.92 -1.40 4.14 0.461
H -2.01 0.82 6.97 0.284
H -1.22 -0.42 6.01 0.279
H -2.76 -0.79 6.83 0.260
C 8.73 3.44 -1.87 -0.841
O 7.60 2.92 -1.22 -0.352
C 6.58 2.48 -2.11 -0.772
C 5.56 1.74 -1.24 -0.410
N 5.08 2.63 -0.17 0.194
C 4.44 1.89 0.88 -1.346
C 3.85 2.72 2.00 1.071
O 4.79 3.38 2.81 -0.510
C 4.19 4.26 3.72 -0.358
H 9.54 3.42 -1.13 0.276
H 8.67 4.46 -2.26 0.301
H 9.05 2.76 -2.66 0.335
H 6.91 1.71 -2.80 0.574
H 6.12 3.36 -2.57 0.159
H 6.01 0.84 -0.81 0.421
H 4.68 1.36 -1.78 0.083
H 5.96 3.03 0.19 0.421
H 5.06 1.13 1.37 1.008
H 3.60 1.32 0.46 -0.248
H 3.19 2.10 2.62 -0.014
H 3.14 3.44 1.56 -0.455
H 4.91 4.47 4.51 0.336
H 3.33 3.84 4.24 -0.004
H 3.89 5.19 3.22 0.048
C 6.28 -4.56 3.97 -0.688
O 6.25 -3.24 3.47 -0.366
C 5.04 -2.56 3.72 0.343
C 5.20 -1.14 3.23 -0.931
N 3.98 -0.31 3.33 0.054
C 2.77 -0.92 2.77 -1.102
C 1.56 -0.02 3.06 1.003
O 1.50 0.11 4.47 -0.612
C 1.01 1.36 4.90 0.209
H 6.09 -4.60 5.04 0.301
H 7.29 -4.95 3.80 0.255
H 5.57 -5.16 3.40 0.231
H 4.77 -2.59 4.78 0.422
H 4.28 -3.08 3.13 -0.349
H 5.46 -1.17 2.17 0.139
H 5.97 -0.63 3.80 0.528
H 3.76 -0.17 4.31 0.326
H 2.55 -1.90 3.19 0.376
H 2.99 -1.03 1.71 0.079
H 0.69 -0.62 2.78 0.279
H 1.57 0.91 2.48 -0.465
H 0.05 1.61 4.46 -0.020
H 1.73 2.17 4.75 -0.454
H 0.91 1.31 5.99 0.388
C -2.00 0.74 -3.13 0.176
O -2.63 1.78 -2.41 -0.393
C -3.56 1.27 -1.48 0.587
C -4.14 2.31 -0.54 -1.035
N -3.10 3.13 0.05 0.244
C -3.59 4.02 1.12 0.079
C -4.29 5.25 0.57 -1.085
O -5.64 4.97 0.25 -0.272
C -6.36 6.08 -0.22 -0.837
H -1.74 -0.13 -2.52 -0.190
H -1.11 1.17 -3.58 -0.300
H -2.61 0.34 -3.94 0.520
H -3.12 0.44 -0.91 -0.586
H -4.41 0.87 -2.04 0.519
H -4.81 1.87 0.21 0.300
H -4.81 2.99 -1.07 0.566
H -2.42 2.55 0.56 -0.419
H -2.71 4.43 1.61 0.220
H -4.24 3.49 1.83 0.242
H -3.76 5.85 -0.17 0.347
H -4.31 5.98 1.40 0.526
H -6.13 6.36 -1.25 0.314
H -6.27 6.99 0.39 0.329
H -7.40 5.76 -0.21 0.250
C -4.41 -4.24 -2.64 -0.858
O -3.36 -3.47 -2.09 -0.301
C -3.75 -2.77 -0.92 0.083
C -3.83 -3.53 0.39 -0.403
N -2.63 -4.26 0.82 0.038
C -2.69 -4.56 2.25 -0.226
C -3.90 -5.38 2.62 -1.190
O -4.93 -4.46 3.01 -0.024
C -6.15 -5.16 3.16 -1.057
H -4.02 -4.92 -3.40 0.324
H -5.22 -3.68 -3.10 0.289
H -4.86 -4.87 -1.87 0.252
H -4.64 -2.17 -1.13 0.561
H -3.06 -1.93 -0.80 -0.864
H -4.64 -4.25 0.25 0.293
H -4.12 -2.77 1.12 0.017
H -1.84 -3.69 0.55 -0.315
H -2.51 -3.76 2.98 -0.026
H -1.76 -5.13 2.39 0.615
H -3.72 -5.96 3.53 0.569
H -4.21 -6.09 1.84 0.390
H -6.52 -5.54 2.19 0.343
H -6.91 -4.45 3.47 0.251
H -6.11 -6.08 3.76 0.403


66
Properties=species:S:1:pos:R:3:mulliken_spin:R:1 method="wB97M-V/def2-TZVPD" total_charge=+1 homo_lumo_gap_ev="6.23 / 6.14" e_above_lowest_kj_mol=212.8 spin_multiplicity=4
C -0.95 2.11 -0.73 -0.101
C -1.07 1.14 -1.76 0.002
C 0.20 0.88 -2.29 -0.015
C 1.16 1.73 -1.62 0.042
C 0.42 2.58 -0.71 0.053
Tc 0.68 0.70 0.19 1.066
C 3.19 -1.36 0.42 0.608
C 2.21 -0.38 1.10 -0.071
H 2.26 -0.57 2.17 0.044
C 2.66 0.96 0.94 0.026
H 3.40 1.29 0.22 0.002
H 2.62 1.75 1.66 0.022
C 3.08 -2.81 0.87 0.004
H 2.28 -3.11 1.59 0.015
H 3.17 -3.64 0.13 0.014
H 4.03 -3.02 1.45 0.037
C 3.36 -1.18 -1.07 0.095
H 2.67 -0.60 -1.76 0.017
H 4.29 -0.56 -1.20 0.037
H 3.64 -2.09 -1.65 0.012
C -2.37 0.57 -2.22 0.030
H -3.04 0.40 -1.37 -0.002
H -2.88 1.25 -2.91 -0.002
H -2.23 -0.39 -2.72 -0.004
C 0.50 0.02 -3.48 -0.004
H -0.08 -0.90 -3.45 0.001
H 0.25 0.55 -4.41 0.002
H 1.56 -0.25 -3.53 -0.004
C 2.53 2.09 -2.13 0.012
H 3.00 1.24 -2.63 0.000
H 2.45 2.91 -2.86 -0.003
H 3.17 2.43 -1.32 -0.001
C 0.87 3.94 -0.24 0.005
H 1.92 3.92 0.06 -0.002
H 0.75 4.68 -1.05 -0.002
H 0.28 4.30 0.62 0.000
C -2.08 2.81 -0.05 -0.002
H -1.72 3.48 0.73 -0.003
H -2.64 3.41 -0.79 0.000
H -2.78 2.09 0.39 0.003
C -0.88 -1.85 -1.14 0.609
C 0.38 -2.62 -1.05 0.109
C -1.77 -2.71 -1.83 0.066
C 0.79 -3.44 -2.03 0.039
H 1.29 -2.76 -0.52 0.053
C -1.50 -3.70 -2.96 0.045
H -2.97 -2.72 -1.62 0.031
C -0.22 -3.85 -2.89 0.020
H 1.89 -3.70 -2.10 0.005
H -2.13 -4.31 -3.65 0.000
H 0.39 -4.24 -3.78 0.007
S 0.00 1.63 2.15 0.045
C -1.31 0.82 3.04 0.014
N -1.20 -0.37 3.46 0.009
C -2.06 -0.99 4.48 0.000
C -3.46 -0.42 4.34 0.001
C -3.48 1.08 4.25 0.000
N -2.43 1.58 3.33 0.006
H -0.26 -0.82 3.30 0.003
H -1.66 -0.79 5.49 0.000
H -2.06 -2.07 4.32 0.000
H -4.06 -0.74 5.21 0.000
H -3.93 -0.86 3.46 0.000
H -3.35 1.55 5.24 0.000
H -4.45 1.41 3.85 0.000
H -2.37 2.52 3.06 0.001


14
Properties=species:S:1:pos:R:3:mulliken_spin:R:1 method="wB97M-V/def2-TZVPD" total_charge=+1 homo_lumo_gap_ev="6.95 / 8.01" e_above_lowest_kj_mol=6.5 spin_multiplicity=7
O 0.91 -0.73 0.42 0.004
C 2.02 -0.16 -0.24 -0.027
O 2.87 -0.86 -0.74 -0.008
O 1.88 1.10 -0.18 0.058
C 0.33 -1.97 0.01 -0.005
H 0.44 -2.09 -1.07 0.001
H 0.84 -2.80 0.53 0.005
C -1.13 -1.94 0.42 -0.002
H -1.20 -1.70 1.49 0.016
H -1.54 -2.94 0.27 -0.005
O -2.96 0.89 -0.64 -0.215
O -1.93 -1.07 -0.36 -0.176
C -2.05 0.33 -0.07 -0.188
Tb -0.04 1.36 0.50 6.543